Entry 1:
16
Properties=species:S:1:pos:R:3:forces:R:3 method="wB97M-V/def2-TZVPD" e_tot_ev=-8867.6653 spin_multiplicity=1
C -1.10030 -0.89613 0.91252 -0.07 -0.10 0.36
C -0.08116 0.06288 0.15402 0.32 0.27 -0.13
C -0.52331 1.52033 0.36784 -0.17 -0.10 -0.12
C 1.56017 0.00516 -0.03688 -0.30 -0.09 0.14
N 1.30039 -0.54633 -1.37432 -0.46 -0.36 -0.23
C -0.07089 -0.53397 -1.26038 -0.33 -0.38 -0.08
O -0.97767 -1.02074 -1.89449 0.71 0.38 -0.31
H -2.08545 -0.95932 0.37036 1.16 0.63 0.04
H -1.36267 -0.52345 1.91298 0.39 -0.09 -0.16
H -0.84847 -1.97105 0.98975 0.52 0.64 -0.02
H -0.46967 1.79256 1.43373 -0.05 -0.24 -0.27
H -1.56124 1.59917 0.04505 -0.08 0.21 0.08
H 0.06792 2.27740 -0.17235 -0.12 -0.51 -0.01
H 2.06545 0.99400 -0.16183 -0.73 -0.48 0.55
H 2.21604 -0.60841 0.59550 -0.57 -0.12 -0.01
H 1.87241 -1.16613 -1.94302 -0.24 0.33 0.19



Entry 2:
54
Properties=species:S:1:pos:R:3:forces:R:3 method="wB97M-V/def2-TZVPD" e_tot_ev=-78163.1167 spin_multiplicity=5 s_squared=6.07 total_charge=+1
O -4.49241 -1.38183 -0.60394 0.08 -1.27 1.49
C -4.28422 -2.12938 0.26369 0.55 1.77 -2.92
Fe -3.93662 -3.09082 1.70746 0.88 0.34 0.17
C -4.49768 -1.66063 2.58799 -1.18 3.28 1.95
O -4.95087 -0.65754 2.97034 0.95 -2.12 -0.73
C -5.52795 -3.81397 1.61978 -3.65 -2.90 -0.20
O -6.60033 -4.24660 1.48162 2.35 1.29 0.33
C 0.59032 -1.04646 1.11668 -0.76 -1.68 1.80
C -0.09977 -2.17534 0.24526 0.11 0.48 -0.21
C -1.07454 -3.05978 0.93462 0.66 -0.61 -2.53
C -1.51306 -2.80674 2.20882 0.07 2.59 3.93
C -1.04588 -1.65726 2.92606 -4.01 -4.76 0.46
C -0.13288 -0.78600 2.40599 2.63 2.68 -1.50
H 1.62179 -1.37378 1.37910 -0.31 -0.11 -0.15
H -0.60126 -1.71123 -0.62796 0.17 -0.14 0.31
H 0.69159 -2.78541 -0.19196 0.05 -0.01 -0.14
H -1.52729 -3.85697 0.32483 0.45 0.35 0.35
H -2.18277 -3.51216 2.76175 0.40 0.30 -0.25
H -1.51407 -1.48898 3.89957 0.39 0.07 -0.28
H 0.15896 0.12190 2.94103 -0.23 -0.37 0.01
C -2.56570 3.11246 -1.09559 0.31 -0.19 0.14
C -2.82592 1.82581 -0.60305 0.00 0.07 0.00
C -1.79067 1.02325 -0.11822 0.27 0.24 -0.17
C -0.46965 1.50897 -0.16757 -0.49 0.12 0.43
P 0.91214 0.39989 0.17739 0.56 1.83 -3.23
C 1.39058 -0.36119 -1.39279 0.00 -0.17 -0.03
C 2.50619 -1.21774 -1.33264 -0.32 -0.05 -0.47
C 2.87102 -1.92987 -2.47331 -0.06 0.12 0.13
C 2.14630 -1.75963 -3.65920 -0.15 0.02 0.00
C 1.03577 -0.91114 -3.70315 0.01 0.06 0.18
C 0.64522 -0.19849 -2.56267 0.37 -0.32 0.07
C 2.33880 1.47793 0.43579 0.39 0.30 0.98
C 2.56719 2.07567 1.69032 0.25 0.09 -0.43
C 3.56802 3.04402 1.81768 0.06 0.03 0.04
C 4.34483 3.42807 0.71625 -0.18 -0.22 -0.13
C 4.12467 2.82699 -0.52797 -0.25 -0.07 0.32
C 3.12071 1.86864 -0.67004 -0.04 -0.13 0.02
C -0.21295 2.83247 -0.59478 0.04 -0.50 0.05
C -1.26271 3.62222 -1.06313 0.11 -0.10 0.09
H -3.37350 3.72978 -1.49541 0.22 -0.27 0.20
H -3.84463 1.44277 -0.60082 0.22 0.06 0.03
H -1.99155 0.02818 0.29638 -0.07 0.37 -0.27
H 3.06543 -1.34128 -0.39881 -0.13 0.06 -0.39
H 3.70579 -2.63143 -2.42164 -0.21 0.28 -0.13
H 2.44308 -2.30921 -4.55550 -0.13 0.17 0.31
H 0.44111 -0.80797 -4.61020 0.28 -0.05 0.14
H -0.23368 0.45281 -2.57044 0.32 -0.23 -0.07
H 1.95558 1.79188 2.54856 0.23 0.16 -0.15
H 3.75209 3.51240 2.78630 -0.11 -0.17 -0.28
H 5.11922 4.19758 0.81224 -0.35 -0.37 0.08
H 4.72200 3.09356 -1.39890 -0.14 0.01 0.26
H 2.94485 1.43244 -1.65571 0.09 0.16 0.40
H 0.81218 3.21839 -0.56380 -0.52 -0.08 -0.10
H -1.04288 4.64075 -1.39631 -0.18 -0.40 0.09



Entry 3:
36
Properties=species:S:1:pos:R:3:forces:R:3 method="wB97M-V/def2-TZVPD" e_tot_ev=-24955.7957 spin_multiplicity=1
H 0.36001 1.26621 -0.00521 -0.16 0.06 0.09
H -1.04839 0.85427 -0.40113 -0.36 0.36 0.88
H 0.62555 -2.33601 1.24388 0.17 -0.22 -0.29
H 0.58602 -2.75339 2.70479 0.18 -0.04 0.06
H 1.58344 0.62459 1.69658 -0.04 -0.10 -0.91
H 2.15694 2.01280 1.92903 0.15 0.19 -0.30
H -0.85025 0.58174 2.55584 0.05 0.00 -0.20
H 0.41555 1.41104 2.69745 -0.37 0.13 0.49
H 2.86568 0.96666 4.19254 0.08 -0.20 -0.08
H 2.12518 0.13215 3.16041 0.89 -0.33 0.88
H -3.90988 -0.52486 -3.18440 -0.05 -0.09 -0.04
H -5.36630 -0.87861 -2.93191 0.05 -0.08 -0.01
H 1.95062 0.36121 -3.67869 -0.20 -0.04 -0.04
H 3.27806 0.90096 -4.18527 -0.08 -0.05 -0.14
H 0.05661 -3.68646 -1.11442 0.08 -0.05 -0.01
H 0.96075 -2.61459 -1.70066 -0.03 -0.26 -0.27
H -3.29265 -1.08942 1.49292 -0.17 -0.07 0.03
H -3.42172 0.20453 2.27973 -0.21 -0.39 -0.02
H 1.11356 -0.88471 -1.29325 -0.11 0.38 0.11
H -0.31656 -0.42758 -1.52953 0.81 -0.29 -0.47
H -2.72683 2.70451 0.52684 0.11 0.10 0.09
H -2.91739 1.83660 1.75991 0.21 0.30 -0.38
H 2.30585 1.83557 -1.92628 -0.10 0.07 0.06
H 0.83650 1.45360 -1.85442 0.19 -0.38 -0.27
O -0.18617 0.48970 -0.17165 -1.93 1.89 3.91
O 1.19795 -2.57204 1.98255 -0.32 0.33 0.23
O 2.41649 1.08941 1.83430 -0.56 1.15 -1.92
O -0.47934 1.44504 2.34107 0.28 0.16 0.66
O 2.79997 0.06975 3.84580 -0.16 -0.91 2.01
O -4.52391 -1.26775 -3.19258 0.01 0.17 0.06
O 2.59237 0.25526 -4.38997 0.20 0.03 0.13
O 0.87983 -3.21306 -0.94947 -0.18 0.16 0.08
O -3.69620 -0.21489 1.45648 -0.24 -1.11 0.52
O 0.58132 -0.31711 -1.86206 1.58 -2.84 -4.48
O -2.67339 1.79069 0.82860 -0.03 1.28 -0.60
O 1.41978 2.20116 -2.02741 0.27 0.70 0.13



What did the third record say?
36
Properties=species:S:1:pos:R:3:forces:R:3 method="wB97M-V/def2-TZVPD" e_tot_ev=-24955.7957 spin_multiplicity=1
H 0.36001 1.26621 -0.00521 -0.16 0.06 0.09
H -1.04839 0.85427 -0.40113 -0.36 0.36 0.88
H 0.62555 -2.33601 1.24388 0.17 -0.22 -0.29
H 0.58602 -2.75339 2.70479 0.18 -0.04 0.06
H 1.58344 0.62459 1.69658 -0.04 -0.10 -0.91
H 2.15694 2.01280 1.92903 0.15 0.19 -0.30
H -0.85025 0.58174 2.55584 0.05 0.00 -0.20
H 0.41555 1.41104 2.69745 -0.37 0.13 0.49
H 2.86568 0.96666 4.19254 0.08 -0.20 -0.08
H 2.12518 0.13215 3.16041 0.89 -0.33 0.88
H -3.90988 -0.52486 -3.18440 -0.05 -0.09 -0.04
H -5.36630 -0.87861 -2.93191 0.05 -0.08 -0.01
H 1.95062 0.36121 -3.67869 -0.20 -0.04 -0.04
H 3.27806 0.90096 -4.18527 -0.08 -0.05 -0.14
H 0.05661 -3.68646 -1.11442 0.08 -0.05 -0.01
H 0.96075 -2.61459 -1.70066 -0.03 -0.26 -0.27
H -3.29265 -1.08942 1.49292 -0.17 -0.07 0.03
H -3.42172 0.20453 2.27973 -0.21 -0.39 -0.02
H 1.11356 -0.88471 -1.29325 -0.11 0.38 0.11
H -0.31656 -0.42758 -1.52953 0.81 -0.29 -0.47
H -2.72683 2.70451 0.52684 0.11 0.10 0.09
H -2.91739 1.83660 1.75991 0.21 0.30 -0.38
H 2.30585 1.83557 -1.92628 -0.10 0.07 0.06
H 0.83650 1.45360 -1.85442 0.19 -0.38 -0.27
O -0.18617 0.48970 -0.17165 -1.93 1.89 3.91
O 1.19795 -2.57204 1.98255 -0.32 0.33 0.23
O 2.41649 1.08941 1.83430 -0.56 1.15 -1.92
O -0.47934 1.44504 2.34107 0.28 0.16 0.66
O 2.79997 0.06975 3.84580 -0.16 -0.91 2.01
O -4.52391 -1.26775 -3.19258 0.01 0.17 0.06
O 2.59237 0.25526 -4.38997 0.20 0.03 0.13
O 0.87983 -3.21306 -0.94947 -0.18 0.16 0.08
O -3.69620 -0.21489 1.45648 -0.24 -1.11 0.52
O 0.58132 -0.31711 -1.86206 1.58 -2.84 -4.48
O -2.67339 1.79069 0.82860 -0.03 1.28 -0.60
O 1.41978 2.20116 -2.02741 0.27 0.70 0.13